{"formula": "C5H10O", "method": "ωB97M-V/def2-TZVPD", "elements": ["C", "C", "O", "C", "C", "C", "H", "H", "H", "H", "H", "H", "H", "H", "H", "H"], "coordinates": [[2.316, -0.113, -0.182], [1.470, 1.091, -0.272], [0.223, 1.005, -0.604], [-0.447, -0.058, -1.035], [-1.665, -0.363, 1.088], [-1.814, -0.084, -0.420], [3.173, 0.079, 0.469], [2.689, -0.473, -1.153], [1.721, -0.945, 0.239], [-0.805, 0.196, 1.477], [1.768, 2.090, 0.013], [0.129, -0.982, -1.097], [-1.469, -1.424, 1.273], [-2.540, -0.067, 1.674], [-2.448, -0.839, -0.898], [-2.301, 0.888, -0.573]], "homo_lumo_gap_ha": [0.2876, 0.3066], "homo_ev": [-6.9, -7.3], "relative_energy_kj_mol": 341.0, "total_energy_ev": -7391.231}



{"formula": "C5H10O", "method": "ωB97M-V/def2-TZVPD", "elements": ["C", "C", "O", "C", "C", "C", "H", "H", "H", "H", "H", "H", "H", "H", "H", "H"], "coordinates": [[2.439, -0.048, -0.105], [1.117, 0.541, 0.359], [0.171, 0.632, -0.701], [-0.806, -0.343, -0.517], [-1.673, -0.185, 0.683], [-2.247, 0.007, -0.701], [3.120, -0.072, 0.751], [2.893, 0.537, -0.912], [2.312, -1.086, -0.442], [0.698, -0.098, 1.140], [1.203, 1.537, 0.813], [-0.476, -1.343, -0.797], [-1.886, -1.065, 1.281], [-1.475, 0.729, 1.238], [-2.909, -0.767, -1.082], [-2.480, 1.025, -1.007]], "homo_lumo_gap_ha": 0.3971, "homo_ev": -9.6, "relative_energy_kj_mol": 158.6, "total_energy_ev": -7393.122}